Record 1
The following is a DFT calculation (ωB97M-V/def2-TZVPD) of a molecular structure, C37H35ClIrN2S2Si2 in a non-equilibrium geometry.

Structure (ORCA input):
```
! RIJCOSX wB97M-V def2-TZVPD def2/J DEFGRID3
* xyz 2 6
H 1.8708 1.2927 4.8489
H -1.1103 -4.4392 -1.3707
C -1.0793 4.4327 0.4782
N -3.1950 2.6938 2.7437
C -1.9133 4.9207 1.5086
H -2.3780 -2.9617 -6.2638
C 3.3918 -1.0631 1.0139
H -0.4612 2.4880 -4.8452
Si -0.2500 1.0037 0.7358
S -0.4957 2.1117 6.6085
C 4.2923 -0.0659 1.3678
C -3.4097 2.5597 4.0680
C 1.4304 2.2809 4.6003
C 0.8013 1.3663 -1.9075
H -1.4883 5.4083 3.6395
H -4.9590 2.0236 0.1156
C 3.4866 -4.8588 -0.8144
C 2.2069 -4.6030 -1.2823
C -4.3500 2.7262 2.0369
C -1.5526 1.7349 -1.7282
Cl -1.2363 -0.9499 0.9106
H 1.7438 1.0465 -1.4801
C -0.3132 -4.3969 -3.9739
H -0.2191 -2.5909 -7.4104
C 0.1826 4.6462 2.3764
H -2.4408 -4.0975 -4.0872
C -4.7365 2.4849 4.4708
C -0.4318 2.1679 -3.8114
H 1.0791 3.9122 0.4752
C 3.1629 -7.2041 -1.2165
C 1.3810 -5.6411 -1.7229
H 1.3588 -1.5465 0.5618
C -0.3562 1.3365 -1.1256
H -5.0984 2.3638 5.4829
H 4.9661 -6.3615 -0.4159
Ir -1.1872 2.8461 2.1107
H 1.9950 3.0826 5.1191
H -1.0697 -6.5922 -2.4299
Si -0.3546 -5.2905 -2.3297
H 2.1461 2.5409 1.5263
H 1.8806 -3.3648 -6.3586
C -1.5957 2.1405 -3.0530
C 2.4933 1.5261 1.3704
H -3.4659 3.0502 0.1348
H -2.4703 1.7132 -1.1546
N -1.0564 2.5041 4.1958
C -1.4880 -3.9483 -4.5813
C 2.0501 -0.7600 0.8369
C 0.8979 -4.1737 -4.6349
C -2.2233 2.4542 4.8742
H 5.3400 -0.3019 1.5046
H 1.0147 4.6303 3.0607
H 3.5346 -8.2204 -1.1964
H 1.6788 1.7885 -3.8182
H 3.7387 -2.0793 0.8746
C 3.9665 -6.1612 -0.7794
H 1.8505 -3.5804 -1.3151
S -5.6741 2.5889 3.0737
H 1.2691 -7.7675 -2.0300
C 0.9331 -3.5299 -5.8623
H 4.5355 2.0174 1.8183
H -2.5388 2.4303 -3.4997
H 4.1121 -4.0420 -0.4782
H -2.9620 5.1482 1.4158
C -1.1381 5.0545 2.6838
C 0.0099 2.3147 5.0127
C 3.8401 1.2336 1.5439
H -1.3741 4.1963 -0.5299
H -2.9553 2.1718 6.9425
C -0.2458 -3.0949 -6.4531
H 1.4845 2.4381 3.5260
C 0.2182 4.2631 1.0166
C 1.5716 0.5400 1.0159
H -5.0641 3.8167 0.3552
C 1.8825 -6.9438 -1.6847
C -2.1330 2.2517 6.2447
C -4.4640 2.9075 0.5681
H 1.8268 -4.4968 -4.1806
C -1.4571 -3.3040 -5.8101
C 0.7678 1.7806 -3.2326
*
```

Summary:
- Frontier orbital gap (spin up / spin down): 4.98 / 3.35 eV
- Energy above the lowest of the compared OMol25 structures with the same formula, charge and spin: 0.0 kJ/mol
- HOMO energy (spin up / spin down): -10.3230 / -13.0829 eV

Record 2
The following is a DFT calculation (ωB97M-V/def2-TZVPD) of a molecular structure, C37H35F6N4NaS2 in a non-equilibrium geometry.

Structure (ORCA input):
```
! RIJCOSX wB97M-V def2-TZVPD def2/J DEFGRID3
* xyz -2 1
H 1.4645 -1.4846 -4.3317
H -2.6987 -1.3771 -3.4446
C -0.5038 2.2349 3.6914
H 1.6916 -2.6360 1.4000
H 4.1828 0.9019 -1.8825
H -3.2456 -1.9281 -1.8587
C -0.0285 -2.2497 3.9523
C -1.8215 -3.0142 2.5458
H 0.3075 -2.9703 0.3771
F 1.3129 -3.7401 5.2200
C 4.1842 -3.8127 -1.8001
H -1.5223 -3.5280 -1.7432
C -2.0088 2.3747 -2.5374
C -0.7999 1.8335 5.0875
C 2.3854 -1.1788 -3.8334
H 1.1915 4.0206 -2.0423
C 0.1764 -1.1871 3.0068
C -3.1527 0.9665 0.8026
C -3.7341 3.7993 -1.6431
C 1.8875 -2.2218 -1.6099
C 2.7326 -2.1328 -2.7332
C -1.0163 2.0326 -3.6048
H 1.3125 -4.3064 0.9842
H -0.2442 3.1171 0.0022
H 2.2177 -0.1910 -3.4116
C -0.4032 -1.6788 -1.8450
H 2.3828 4.1316 0.3425
F -0.2673 0.6932 5.5299
S 1.3064 0.1810 3.3263
H -0.9765 2.8131 -4.3626
C -1.5456 -1.9116 1.6992
N 0.2907 1.8128 1.4526
H -4.3708 4.6701 -1.7388
C -0.9936 3.7720 1.9172
H -1.6937 3.9811 3.9494
H 0.1466 -3.7007 -2.2942
C -2.7947 -1.0892 -2.3942
C -3.0340 1.8503 -0.4013
C -1.1136 3.3933 3.2489
C 3.5304 2.3813 -0.3761
H 3.1857 -1.1265 -4.5698
C 1.9463 3.3332 -1.6736
C 0.2426 1.4634 2.7497
C -0.3099 2.9017 1.0563
H -3.6303 1.4893 1.6301
H 5.0728 -4.4261 -1.8738
H -3.4682 -0.2345 -2.3307
F -2.1444 1.6978 5.3015
H -2.1617 0.6417 1.1094
F 0.0271 -2.4393 6.3222
H 3.5916 -4.6092 0.0932
N -1.2347 0.4807 -1.3145
Na 1.4636 0.9041 -0.3533
C -0.7387 -3.0707 -2.3463
H -0.0304 1.8987 -3.1578
H -3.7433 0.0757 0.5722
C -1.4430 -0.7121 -1.8062
N 0.8214 -1.3590 -1.5172
C 3.3483 -3.9174 -0.7034
H -2.7105 4.1470 -3.4903
C -2.1099 1.5272 -1.4139
C -1.0748 -3.1418 3.6886
F 1.7946 -1.6528 5.3838
C 2.5694 3.3900 -0.4269
C -3.8351 2.9722 -0.5377
C -2.8086 3.4975 -2.6287
H -1.0826 -3.0507 -3.3817
H -2.0962 -1.7578 0.7840
H -2.6173 -3.7025 2.3068
H 4.5095 -2.8397 -3.6781
H 4.2196 2.1971 0.4371
C 0.7726 -2.4788 5.1677
H -1.2798 1.0911 -4.0873
H -1.4449 4.6789 1.5498
C 1.3216 -3.2842 0.6039
N -0.6239 -1.0243 1.9696
H -4.5559 3.1975 0.2390
H -1.2717 -3.9378 4.3972
C 2.1977 -3.1522 -0.6012
C 3.5041 1.6949 -1.5904
C 3.8642 -2.9228 -2.8111
C 2.5238 2.2861 -2.3946
H 2.3313 2.0585 -3.4387
S 2.8080 -0.1849 2.1173
F -0.4349 2.7775 6.0036
*
```

Summary:
- Frontier orbital gap (spin up / spin down): 3.55 / 4.14 eV
- HOMO energy (spin up / spin down): 0.3761 / -0.2130 eV